1.
Here is an isolated molecule of C2H4OS3 from the Open Molecules 2025 dataset. Energies are from ωB97M-V/def2-TZVPD.

The geometry in XYZ format:
```
10
Properties=species:S:1:pos:R:3
C 0.0463 0.2437 0.7419
C -1.3640 -0.1977 0.3838
O 0.3446 0.3870 -1.8835
S 0.8399 0.7261 2.0240
S 2.0983 -1.6688 -0.8405
S 1.1143 0.0466 -0.7587
H -1.2760 -1.0016 -0.3484
H -1.7427 0.7255 -0.1970
H -1.8675 -0.5592 1.2483
H 1.8069 1.2985 -0.3700
```

* F_max: 0.07022 hartree/bohr
* relative energy (zero: lowest compared OMol25 entry of this formula, charge and spin): 279.8 kJ/mol
* multiplicity: 1
* HOMO energy: -9.41 eV
* HOMO-LUMO gap: 8.14 eV
* SMILES: CC(=S)[S@H](=O)=S

=====

2.
Here is a cluster of 2 separate species, C2H4OS4 in total from the Open Molecules 2025 dataset. Energies are from ωB97M-V/def2-TZVPD.

The geometry in XYZ format:
```
11
Properties=species:S:1:pos:R:3
C 2.0589 0.0989 -0.1227
C -2.1695 -0.5770 0.3307
H 3.3343 -1.5769 0.8103
H 0.7646 1.7558 -1.0639
H -3.4769 0.9504 -0.8045
H -1.8421 -0.9561 1.3117
O -1.7934 -1.0241 -0.7180
S 3.5423 -0.2546 0.7500
S 1.9375 1.8270 -0.4201
S 0.9588 -1.0108 -0.5878
S -3.3147 0.7673 0.5142
```

* F_max: 0.01629 hartree/bohr
* relative energy (zero: lowest compared OMol25 entry of this formula, charge and spin): 0.0 kJ/mol
* multiplicity: 1
* HOMO energy: -8.63 eV
* HOMO-LUMO gap: 8.43 eV
* SMILES: S=C(S)S.O=CS

=====

3.
Here is an isolated molecule of C2H4S2 from the Open Molecules 2025 dataset. Energies are from ωB97M-V/def2-TZVPD.

The geometry in XYZ format:
```
8
Properties=species:S:1:pos:R:3
C 1.6135 1.5249 0.7151
C -0.1006 -0.5877 0.3062
H 1.1900 1.7504 1.7059
H 2.0007 2.4591 0.3260
H 2.4532 0.7785 0.7921
H 0.5050 -0.8628 1.1667
S 0.3296 0.9434 -0.4007
S -1.2812 -1.5527 -0.2317
```

* F_max: 0.02335 hartree/bohr
* relative energy (zero: lowest compared OMol25 entry of this formula, charge and spin): 23.1 kJ/mol
* multiplicity: 1
* HOMO energy: -8.75 eV
* HOMO-LUMO gap: 8.57 eV
* SMILES: CSC=S

=====

4.
Here is a cluster of 2 separate species, C2H4S2 in total from the Open Molecules 2025 dataset. Energies are from ωB97M-V/def2-TZVPD.

The geometry in XYZ format:
```
8
Properties=species:S:1:pos:R:3
C -1.4862 -1.2971 -0.2169
C 1.5112 1.3454 0.3495
H -2.2172 -1.6734 0.4999
H -0.4400 -1.4916 0.0267
H 0.5699 1.8098 0.6472
H 2.4035 1.9583 0.4808
S -1.9211 -0.5066 -1.5442
S 1.5799 -0.1448 -0.2429
```

* F_max: 0.01395 hartree/bohr
* relative energy (zero: lowest compared OMol25 entry of this formula, charge and spin): 183.3 kJ/mol
* multiplicity: 1
* HOMO energy: -8.73 eV
* HOMO-LUMO gap: 8.21 eV
* SMILES: C=S.C=S

=====

5.
Here is an isolated molecule of C2H4S3 from the Open Molecules 2025 dataset. Energies are from ωB97M-V/def2-TZVPD.

The geometry in XYZ format:
```
9
Properties=species:S:1:pos:R:3
C -0.5146 0.2362 -0.4070
C 0.6082 0.3105 0.5778
S 0.0050 1.9223 -0.0075
S -2.0659 -0.5655 0.0659
S 2.0184 -0.5560 -0.1220
H -0.1192 -0.0675 -1.4355
H 0.3238 0.1174 1.6804
H -2.6070 -0.2626 -0.9920
H 2.8621 -0.2932 0.8315
```

* F_max: 0.07931 hartree/bohr
* relative energy (zero: lowest compared OMol25 entry of this formula, charge and spin): 99.8 kJ/mol
* multiplicity: 1
* HOMO energy: -9.12 eV
* HOMO-LUMO gap: 9.80 eV
* SMILES: S[C@H]1S[C@@H]1S

=====

6.
Here is an isolated molecule of C2H4S3 from the Open Molecules 2025 dataset. Energies are from ωB97M-V/def2-TZVPD.

The geometry in XYZ format:
```
9
Properties=species:S:1:pos:R:3
C 0.3959 0.4404 -0.1135
C -0.5879 -0.5898 0.1545
S 2.0927 0.4411 -0.3526
S 2.6097 -1.4008 -0.4864
S -0.3236 2.0560 0.0574
H -0.2901 -1.6851 0.3453
H -1.0134 -0.7754 -0.8498
H -1.3336 -0.2035 0.7896
H -1.5498 1.7170 0.4556
```

* F_max: 0.07986 hartree/bohr
* relative energy (zero: lowest compared OMol25 entry of this formula, charge and spin): 114.5 kJ/mol
* multiplicity: 1
* HOMO energy (alpha / beta): -7.82 / -7.82 eV
* HOMO-LUMO gap (alpha / beta): 7.04 / 7.04 eV

=====

7.
Here is an isolated molecule of C2H4S4 from the Open Molecules 2025 dataset. Energies are from ωB97M-V/def2-TZVPD.

The geometry in XYZ format:
```
10
Properties=species:S:1:pos:R:3
C 0.0597 -0.7409 0.1675
C 0.1878 -1.1999 1.4057
S -1.4480 0.0185 -0.3482
S 1.2752 -0.8993 -1.1060
S -0.6118 1.7723 -1.4258
S -0.2349 3.3142 -0.3302
H -0.5997 -1.0468 2.1219
H 1.0723 -1.7170 1.7354
H 2.1968 -1.4746 -0.3365
H -1.8974 1.9734 -1.8839
```

* F_max: 0.01896 hartree/bohr
* relative energy (zero: lowest compared OMol25 entry of this formula, charge and spin): 51.8 kJ/mol
* multiplicity: 1
* HOMO energy: -8.59 eV
* HOMO-LUMO gap: 7.90 eV

=====

8.
Here is a structure of composition C2H5B2F8OSn from the Open Molecules 2025 dataset. Energies are from ωB97M-V/def2-TZVPD.

The geometry in XYZ format:
```
19
Properties=species:S:1:pos:R:3
Sn -1.9009 -0.4439 -1.5418
B -1.5027 4.1145 1.2697
F -0.5879 3.8685 0.2901
F -2.6177 3.3077 1.0750
F -0.8338 3.7636 2.4267
F -1.8730 5.4343 1.0024
B 2.1642 2.7005 -4.9853
F 3.1670 2.0872 -5.6456
F 2.6313 3.3770 -3.9008
F 1.6472 3.7222 -5.6944
F 1.2433 1.8140 -4.6649
C 0.0058 -4.7415 2.0093
C -0.4104 -3.7241 3.1221
O -0.3052 -2.4651 2.4661
H 1.0682 -4.7034 1.7683
H -0.6604 -4.6884 1.1483
H -0.2176 -5.7033 2.4709
H 0.3825 -3.7619 3.8691
H -1.4000 -3.9578 3.5147
```

* F_max: 0.08840 hartree/bohr
* total charge: -1
* multiplicity: 1
* HOMO energy: -6.89 eV
* HOMO-LUMO gap: 3.18 eV

=====

9.
Here is a structure of composition C2H5B3BrMnO6P from the Open Molecules 2025 dataset. Energies are from ωB97M-V/def2-TZVPD.

The geometry in XYZ format:
```
19
Properties=species:S:1:pos:R:3
O 2.1375 -1.8420 1.5831
C 2.2165 -1.2109 0.6222
Br 2.2834 -2.3231 -1.2148
C 2.3005 0.2459 0.3442
B 0.9202 0.9273 -0.0220
O 0.8045 2.2817 0.0311
B -0.4536 2.7726 0.3281
O -1.4795 2.1789 -0.4326
B -1.3981 0.8450 -0.3971
P -3.0952 -0.2600 -0.2994
O -3.2613 -0.6294 1.2238
O -2.8045 -1.6646 -0.9531
O -0.2143 0.1604 -0.3654
H 2.9728 0.4123 -0.5033
H 2.7132 0.6992 1.2492
H -0.6846 3.4676 1.2502
H -3.9699 -0.1735 1.7079
H -2.3397 -1.6331 -1.8013
Mn 3.3520 -4.2543 -2.3507
```

* F_max: 0.02467 hartree/bohr
* total charge: +2
* multiplicity: 6
* HOMO energy (alpha / beta): -15.50 / -13.18 eV
* expectation value of S²: 8.763
* HOMO-LUMO gap (alpha / beta): 8.15 / 3.56 eV

=====

10.
Here is a structure of composition C2H5BLuNO4 from the Open Molecules 2025 dataset. Energies are from ωB97M-V/def2-TZVPD.

The geometry in XYZ format:
```
14
Properties=species:S:1:pos:R:3
O 2.2896 -0.1684 1.4724
C 1.7093 0.3486 0.5245
O 1.9277 1.4575 -0.0729
C 0.6009 -0.5695 -0.0740
N -0.3506 -0.0659 -0.7234
B -1.7218 0.3017 -0.2080
O -2.8165 0.0668 -0.9528
O -1.6556 0.8587 1.0248
H 1.2291 1.6905 -0.7203
H 1.3674 -1.2212 -0.9342
H 0.3551 -1.3121 0.7924
H -2.8676 0.4451 -1.8363
H -2.3945 0.6970 1.6263
Lu 2.3277 -2.5290 0.0816
```

* F_max: 0.04149 hartree/bohr
* total charge: +2
* multiplicity: 1
* HOMO energy: -17.05 eV
* HOMO-LUMO gap: 5.39 eV

=====

11.
Here is a cluster of 3 separate species, C2H5BO in total from the Open Molecules 2025 dataset. Energies are from ωB97M-V/def2-TZVPD.

The geometry in XYZ format:
```
9
Properties=species:S:1:pos:R:3
B -0.5306 -0.9468 1.0250
C 1.6140 1.0525 0.3181
C 0.7941 1.4744 -0.4648
O -1.1924 0.0228 0.8497
H -1.5011 -1.4136 -1.1983
H 0.2905 -1.8287 1.1869
H 2.4204 0.8697 1.0889
H -1.9328 -1.1408 -1.7774
H 0.0379 1.9105 -1.0281
```

* F_max: 0.05106 hartree/bohr
* relative energy (zero: lowest compared OMol25 entry of this formula, charge and spin): 381.2 kJ/mol
* multiplicity: 1
* HOMO energy: -10.32 eV
* HOMO-LUMO gap: 11.14 eV
* SMILES: [H][H].B=O.C#C

=====

12.
Here is a cluster of 2 separate species, C2H5BO in total from the Open Molecules 2025 dataset. Energies are from ωB97M-V/def2-TZVPD.

The geometry in XYZ format:
```
9
Properties=species:S:1:pos:R:3
B -1.3587 -0.0616 -0.1098
C -4.0639 -0.0061 0.5342
C -0.0043 -0.8197 -0.0940
O -4.5001 0.7286 -0.2000
H 0.7110 -0.6075 0.8216
H -2.3166 -0.6256 -0.4071
H -1.4810 1.1028 0.0201
H 0.7453 -0.6213 -0.7870
H -0.1696 -1.8732 -0.0610
```

* F_max: 0.07152 hartree/bohr
* relative energy (zero: lowest compared OMol25 entry of this formula, charge and spin): 289.3 kJ/mol
* multiplicity: 1
* HOMO energy: -11.26 eV
* HOMO-LUMO gap: 11.53 eV

=====

Repeat the twelfth record exactly.
Here is a cluster of 2 separate species, C2H5BO in total from the Open Molecules 2025 dataset. Energies are from ωB97M-V/def2-TZVPD.

The geometry in XYZ format:
```
9
Properties=species:S:1:pos:R:3
B -1.3587 -0.0616 -0.1098
C -4.0639 -0.0061 0.5342
C -0.0043 -0.8197 -0.0940
O -4.5001 0.7286 -0.2000
H 0.7110 -0.6075 0.8216
H -2.3166 -0.6256 -0.4071
H -1.4810 1.1028 0.0201
H 0.7453 -0.6213 -0.7870
H -0.1696 -1.8732 -0.0610
```

* F_max: 0.07152 hartree/bohr
* relative energy (zero: lowest compared OMol25 entry of this formula, charge and spin): 289.3 kJ/mol
* multiplicity: 1
* HOMO energy: -11.26 eV
* HOMO-LUMO gap: 11.53 eV

=====

Question: Among the records above, which one has the highest F_max?
Answer: C2H5B2F8OSn